Record 1
Here is C2H3CrO2 as an isolated structure at a distorted geometry from the OMol25 dataset. Energies are from ωB97M-V/def2-TZVPD.

Last column: natural (NBO) charge in e.
CARTESIAN COORDINATES (ANGSTROEM)
H -1.21 1.14 -1.08  0.28
C -0.99 0.22 -0.54  -0.04
C -1.34 -0.44 0.47  -0.55
H -2.19 -0.51 1.14  0.31
O 1.19 0.73 -0.66  -0.40
O 1.98 -0.31 -0.04  -0.53
H 1.91 -1.07 -0.64  0.52
Cr 0.65 0.25 1.36  1.42

Results
Energy relative to the best compared isomer or geometry (same formula, charge and spin) = 115.3 kcal per mole
Maximum force = 3.1 eV Å⁻¹
E_LUMO (spin up / spin down) = -0.23060 / -0.21025 Ha
Molar mass = 111.04 g mol⁻¹
Total energy = -1272.42665 Ha
Highest occupied orbital energy (spin up / spin down) = -14.51 / -14.97 eV
Spin multiplicity = 5
Frontier orbital gap (spin up / spin down) = 8.234 / 9.251 eV
Total charge = +1

***

Record 2
Here is C21H23MnN8O2S as an isolated structure from the OMol25 dataset. Energies are from ωB97M-V/def2-TZVPD.

Last column: natural (NBO) charge in e.
CARTESIAN COORDINATES (ANGSTROEM)
Mn -0.30 -0.07 -0.19  1.41
N 0.17 -1.96 3.65  -0.74
C 0.31 -1.50 2.41  0.31
S -1.09 -1.66 1.33  -0.03
N 1.46 -0.99 2.06  -0.39
N 1.41 -0.59 0.76  -0.32
C 2.50 -0.49 0.13  0.10
C 2.44 -0.14 -1.30  0.14
C 3.58 0.04 -2.05  -0.20
C 3.44 0.32 -3.41  -0.10
C 2.17 0.41 -3.95  -0.22
C 1.08 0.23 -3.11  0.10
N 1.21 -0.03 -1.81  -0.56
H -0.68 -2.40 3.95  0.42
H 0.97 -1.98 4.26  0.43
H 3.43 -0.71 0.64  0.25
H 4.55 -0.06 -1.59  0.25
H 4.31 0.46 -4.03  0.26
H 2.01 0.61 -5.00  0.26
H 0.07 0.28 -3.50  0.22
C -1.05 2.78 3.23  -0.70
C -0.41 2.43 1.92  0.74
O -0.73 1.40 1.31  -0.75
N 0.53 3.23 1.43  -0.56
C 1.25 2.95 0.19  -0.24
C 0.47 3.29 -1.07  0.20
C 0.68 4.52 -1.67  -0.23
C -0.06 4.87 -2.79  -0.13
C -1.00 3.97 -3.27  -0.22
C -1.14 2.76 -2.62  0.04
N -0.42 2.40 -1.54  -0.51
H -0.86 1.97 3.93  0.26
H -2.13 2.86 3.09  0.26
H -0.67 3.72 3.65  0.24
H 0.78 4.05 1.96  0.43
H 1.54 1.91 0.17  0.20
H 2.15 3.55 0.21  0.24
H 1.41 5.21 -1.26  0.24
H 0.09 5.83 -3.28  0.25
H -1.61 4.20 -4.14  0.25
H -1.85 2.03 -3.00  0.20
N -6.49 -0.83 -3.60  -0.79
C -5.37 -1.58 -3.62  0.63
O -5.22 -2.59 -4.27  -0.55
C -4.21 -1.13 -2.73  -0.01
C -2.99 -1.74 -2.97  -0.19
C -1.91 -1.41 -2.19  0.04
N -2.00 -0.49 -1.21  -0.57
C -3.18 0.10 -0.96  0.07
C -4.30 -0.21 -1.70  -0.21
H -7.27 -1.14 -4.16  0.43
H -6.62 -0.01 -3.04  0.40
H -2.92 -2.50 -3.74  0.28
H -0.96 -1.90 -2.33  0.22
H -3.22 0.80 -0.14  0.23
H -5.24 0.27 -1.43  0.24

Results
Maximum force = 0.8 eV Å⁻¹
E_LUMO (spin up / spin down) = -0.28893 / -0.24949 Ha
Molar mass = 506.47 g mol⁻¹
Total energy = -2951.36610 Ha
Highest occupied orbital energy (spin up / spin down) = -14.38 / -14.46 eV
Spin multiplicity = 5
Frontier orbital gap (spin up / spin down) = 6.522 / 7.670 eV
Total charge = +2

***

Record 3
Here is C36H60N3OPS2SiTi as an isolated structure at a distorted geometry from the OMol25 dataset. Energies are from ωB97M-V/def2-TZVPD.

Last column: Löwdin charge in e.
CARTESIAN COORDINATES (ANGSTROEM)
Ti -0.67 -0.40 -0.73  0.37
C -5.65 0.71 2.41  -0.08
C -5.26 1.90 1.54  -0.22
N -3.82 2.03 1.38  -0.15
C -3.13 2.84 2.37  -0.26
C -3.02 4.31 1.98  -0.08
C -3.19 1.32 0.40  -0.65
S -1.49 1.69 0.13  0.71
N -3.94 0.53 -0.32  0.11
C -3.53 -0.39 -1.20  -0.38
O -2.28 -0.74 -1.33  -0.26
C -4.54 -1.04 -2.03  -0.15
C -4.17 -2.08 -2.89  -0.03
C -5.10 -2.68 -3.72  -0.09
C -6.42 -2.25 -3.71  -0.10
C -6.80 -1.23 -2.85  -0.09
C -5.87 -0.62 -2.02  -0.03
H -6.74 0.64 2.48  0.07
H -5.25 0.81 3.42  0.07
H -5.27 -0.21 1.96  0.07
H -5.63 2.83 1.98  0.11
H -5.70 1.79 0.55  0.10
H -2.13 2.44 2.52  0.07
H -3.67 2.74 3.31  0.11
H -2.40 4.42 1.09  0.06
H -2.57 4.88 2.80  0.07
H -4.01 4.73 1.77  0.07
H -3.14 -2.42 -2.89  0.09
H -4.80 -3.49 -4.38  0.10
H -7.15 -2.71 -4.37  0.10
H -7.83 -0.90 -2.84  0.10
H -6.17 0.18 -1.36  0.10
C -1.40 0.91 -3.98  -0.23
Si -0.03 -0.18 -3.18  0.48
C -0.18 -1.88 -4.09  -0.24
C 1.60 0.55 -3.93  -0.24
H -1.34 0.95 -5.07  0.02
H -1.37 1.93 -3.59  0.02
H -2.39 0.50 -3.72  0.01
H -0.02 -1.78 -5.16  0.02
H -1.18 -2.30 -3.95  0.00
H 0.54 -2.61 -3.71  0.00
H 1.78 0.10 -4.91  0.02
H 2.48 0.34 -3.31  -0.02
H 1.54 1.63 -4.06  0.02
S -1.94 -4.37 0.37  1.06
C -2.00 -3.23 1.66  -0.35
C -1.23 -2.16 1.37  -0.23
N -0.59 -2.21 0.16  -0.19
C -0.88 -3.32 -0.49  -0.43
H -2.59 -3.43 2.54  0.08
H -1.11 -1.29 2.00  0.12
H -0.48 -3.58 -1.45  0.08
C 4.19 3.53 -0.67  -0.21
C 4.65 2.25 -1.35  -0.17
C 3.97 0.98 -0.78  -0.18
C 2.79 1.32 0.13  -0.41
C 1.91 2.38 -0.55  -0.22
C 2.68 3.70 -0.81  -0.17
P 1.70 -0.13 0.61  1.09
C 1.74 0.05 2.49  -0.41
C 0.91 1.28 2.89  -0.24
C 0.73 1.40 4.41  -0.19
C 1.97 0.90 5.18  -0.20
C 3.22 1.06 4.32  -0.20
C 3.15 0.10 3.12  -0.21
C 2.59 -1.75 0.36  -0.42
C 3.91 -2.07 1.08  -0.19
C 4.61 -3.28 0.42  -0.19
C 3.59 -4.26 -0.15  -0.20
C 2.85 -3.60 -1.34  -0.18
C 2.73 -2.08 -1.13  -0.22
H 4.70 4.38 -1.11  0.11
H 4.47 3.51 0.39  0.11
H 5.74 2.15 -1.27  0.11
H 4.42 2.33 -2.42  0.11
H 4.70 0.38 -0.23  0.10
H 3.60 0.38 -1.61  0.07
H 3.17 1.75 1.07  0.10
H 1.04 2.59 0.06  0.05
H 1.55 1.96 -1.49  0.08
H 2.33 4.47 -0.12  0.11
H 2.45 4.04 -1.82  0.11
H 1.22 -0.84 2.86  0.11
H -0.06 1.24 2.40  0.04
H 1.41 2.18 2.51  0.11
H -0.15 0.85 4.73  0.11
H 0.54 2.45 4.65  0.11
H 1.85 -0.15 5.43  0.11
H 2.07 1.45 6.12  0.11
H 4.11 0.84 4.90  0.11
H 3.30 2.10 3.98  0.11
H 3.42 -0.90 3.47  0.10
H 3.90 0.39 2.39  0.09
H 1.83 -2.44 0.76  0.09
H 3.71 -2.31 2.12  0.10
H 4.59 -1.22 1.06  0.09
H 5.25 -3.78 1.15  0.11
H 5.26 -2.94 -0.39  0.11
H 2.87 -4.52 0.63  0.11
H 4.07 -5.18 -0.47  0.11
H 1.87 -4.06 -1.44  0.09
H 3.40 -3.80 -2.26  0.11
H 1.88 -1.69 -1.70  0.05
H 3.63 -1.60 -1.51  0.10

Results
Energy relative to the best compared isomer or geometry (same formula, charge and spin) = 20.9 kcal per mole
Maximum force = 3.2 eV Å⁻¹
E_LUMO (spin up / spin down) = -0.00351 / -0.00179 Ha
Molar mass = 721.96 g mol⁻¹
Total energy = -3923.99289 Ha
Highest occupied orbital energy (spin up / spin down) = -4.97 / -6.94 eV
Spin multiplicity = 3
Frontier orbital gap (spin up / spin down) = 4.875 / 6.890 eV
Total charge = 0

***

Record 4
Here is C30H19AsClF5O6PS2Ti as an isolated structure from the OMol25 dataset. Energies are from ωB97M-V/def2-TZVPD.

Last column: natural (NBO) charge in e.
CARTESIAN COORDINATES (ANGSTROEM)
Ti 0.22 -0.82 -1.49  1.61
Cl 0.53 3.01 -1.64  0.07
C -0.37 3.31 -0.20  -0.02
C -1.16 4.45 -0.14  -0.23
C -1.91 4.70 1.00  -0.19
C -1.85 3.83 2.08  -0.24
C -1.06 2.69 2.00  -0.13
C -0.32 2.40 0.86  -0.39
P 0.67 0.86 0.68  0.90
C 0.45 0.04 2.30  -0.37
C 1.48 -0.11 3.22  -0.13
C 1.27 -0.82 4.39  -0.23
C 0.03 -1.38 4.66  -0.20
C -1.00 -1.23 3.74  -0.21
C -0.79 -0.54 2.56  -0.18
C 2.38 1.48 0.75  -0.25
C 2.72 2.60 1.50  -0.22
C 4.04 3.02 1.58  -0.22
C 5.03 2.32 0.90  -0.21
C 4.69 1.20 0.14  -0.20
C 3.37 0.78 0.06  -0.20
H -1.20 5.11 -0.99  0.23
H -2.54 5.58 1.04  0.22
H -2.43 4.02 2.97  0.21
H -1.03 2.01 2.84  0.22
H 2.46 0.31 3.01  0.21
H 2.09 -0.95 5.09  0.21
H -0.13 -1.94 5.57  0.21
H -1.97 -1.69 3.93  0.21
H -1.59 -0.47 1.83  0.23
H 1.95 3.14 2.03  0.22
H 4.29 3.89 2.16  0.21
H 6.06 2.65 0.95  0.21
H 5.46 0.66 -0.39  0.21
H 3.11 -0.07 -0.55  0.26
O 1.79 -2.87 -3.53  -1.03
As 0.03 -3.23 -3.64  1.51
O -0.64 -1.94 -2.71  -1.10
O 1.40 -0.01 -2.20  -0.75
C 0.07 -4.64 -2.24  -0.38
C -0.08 -5.90 -2.80  -0.21
C -0.11 -7.07 -2.04  -0.20
C 0.00 -6.98 -0.67  -0.22
C 0.15 -5.74 -0.07  -0.20
C 0.18 -4.58 -0.84  -0.24
S 0.38 -3.08 0.13  2.39
O -0.86 -2.29 0.09  -0.97
O 0.81 -3.49 1.43  -0.95
O 1.39 -2.25 -0.60  -0.96
H 1.99 -2.11 -4.10  0.49
H -0.18 -5.98 -3.88  0.21
H -0.23 -8.03 -2.52  0.21
H -0.02 -7.87 -0.05  0.21
H 0.26 -5.65 1.00  0.24
F -5.06 3.39 -0.51  -0.31
C -4.19 2.94 -1.44  0.20
C -3.29 1.94 -1.15  0.31
F -3.27 1.39 0.08  -0.31
C -2.41 1.52 -2.13  0.25
F -1.52 0.55 -1.72  -0.33
C -2.35 2.00 -3.44  -0.24
S -1.24 1.43 -4.60  -0.38
C -3.31 3.02 -3.68  0.29
F -3.37 3.59 -4.89  -0.30
C -4.18 3.48 -2.72  0.27
F -5.06 4.45 -3.02  -0.31

Results
Energy relative to the best compared isomer or geometry (same formula, charge and spin) = 0.0 kcal per mole
Maximum force = 0.7 eV Å⁻¹
E_LUMO = 0.09032 Ha
Molar mass = 823.82 g mol⁻¹
Total energy = -6788.77369 Ha
Highest occupied orbital energy = -3.95 eV
Spin multiplicity = 1
Frontier orbital gap = 6.411 eV
Total charge = -1